Entry one
13
Properties=species:S:1:pos:R:3 method="wB97M-V/def2-TZVPD" homo_lumo_gap_ev=9.708 homo_ev=-8.7624
C -1.700 -0.065 0.517
C -0.480 -0.798 0.073
C 0.254 -0.407 -1.214
N 0.769 -0.146 0.090
C 1.638 0.754 0.447
O 2.282 1.316 -0.489
H -1.775 -0.023 1.610
H -2.572 -0.588 0.113
H -1.689 0.950 0.106
H -0.367 -1.819 0.452
H 0.780 -1.243 -1.696
H 1.140 1.072 -1.520
H 1.720 0.998 1.510

Entry two
13
Properties=species:S:1:pos:R:3 method="wB97M-V/def2-TZVPD" homo_lumo_gap_ev=9.978 homo_ev=-9.0489
C 1.285 0.330 0.581
C 0.502 -0.058 -0.694
C -0.544 -1.058 -0.175
N -1.220 0.087 0.474
C -0.582 0.983 -0.498
O -0.843 2.097 -0.835
H 1.935 -0.493 0.901
H 1.958 1.187 0.333
H 0.084 0.376 1.271
H 0.962 -0.230 -1.678
H -0.161 -1.843 0.485
H -1.197 -1.465 -0.943
H -2.180 0.086 0.778

Pick entry two: it beats the second-best structure by 46.0 kcal/mol.

Entry one
13
Properties=species:S:1:pos:R:3 method="wB97M-V/def2-TZVPD" homo_lumo_gap_ev="7.850 / 7.850" homo_ev="-7.1706 / -7.1711"
N -2.133 0.256 1.083
C -0.359 -0.482 -0.752
O -1.119 -0.581 -1.616
C 0.671 -0.248 0.114
C 1.589 0.942 -0.391
C 2.043 -0.429 -0.609
H -2.460 -0.164 1.948
H -2.957 0.436 0.515
H 0.501 -0.455 1.164
H 1.176 1.388 -1.308
H -1.741 1.162 1.326
H 2.760 -0.863 0.092
H 2.029 -0.962 -1.568

Entry two
13
Properties=species:S:1:pos:R:3 method="wB97M-V/def2-TZVPD" homo_lumo_gap_ev=10.453 homo_ev=-9.4072 smiles=O[C@H]1C[C@H]2N[C@@H]12
O -0.734 -0.303 1.939
C -0.898 0.007 0.589
C -0.099 1.220 -0.008
C 0.550 0.245 -0.981
N 1.241 -0.740 -0.132
C -0.196 -0.903 -0.421
H 0.206 -0.521 2.039
H -1.970 0.096 0.398
H 0.598 1.701 0.684
H -0.746 1.969 -0.473
H 0.860 0.419 -2.006
H 1.755 -1.380 -0.735
H -0.567 -1.808 -0.891

Entry three
13
Properties=species:S:1:pos:R:3 method="wB97M-V/def2-TZVPD" homo_lumo_gap_ev=8.824 homo_ev=-8.8226
C -0.665 0.944 0.767
C -1.777 0.368 0.341
C -2.374 -0.903 -0.052
C 2.689 0.713 -0.187
N 1.546 -0.115 0.120
O 1.744 -1.304 0.082
H -2.581 1.144 0.156
H -1.820 -1.724 0.165
H -3.246 -0.975 0.546
H -2.510 -0.961 -1.123
H 2.351 1.548 -0.822
H 3.108 1.099 0.693
H 3.535 0.167 -0.686

Entry four
13
Properties=species:S:1:pos:R:3 method="wB97M-V/def2-TZVPD" homo_lumo_gap_ev=11.153 homo_ev=-10.3995 smiles="CC(=O)CC#N.[H][H]"
C 1.474 -0.354 -0.099
C 0.093 -0.929 0.062
O -0.244 -1.992 -0.401
C -0.931 -0.150 0.910
C -0.671 1.283 1.035
N -0.447 2.415 1.121
H 2.031 -0.949 -0.823
H 1.432 0.693 -0.416
H 1.994 -0.375 0.866
H -0.940 -0.597 1.912
H -1.920 -0.316 0.475
H -0.905 0.923 -2.057
H -0.936 0.210 -2.266

Pick entry four: it beats the second-best structure by 17.1 kcal/mol.

Entry one
13
Properties=species:S:1:pos:R:3 method="wB97M-V/def2-TZVPD" homo_lumo_gap_ev=11.190 homo_ev=-10.1202
C 0.166 1.113 -1.535
C 0.256 0.051 0.040
C -0.236 0.616 1.383
C 0.151 -1.432 -0.167
N 1.189 0.727 -0.909
O -0.863 0.408 -0.863
H 0.106 1.793 -2.415
H 0.616 0.653 2.035
H -1.039 0.057 1.675
H -0.560 1.587 1.284
H 0.279 -1.780 -1.202
H -0.838 -1.769 0.094
H 0.774 -2.022 0.579

Entry two
13
Properties=species:S:1:pos:R:3 method="wB97M-V/def2-TZVPD" homo_lumo_gap_ev=9.897 homo_ev=-9.0179
C -0.183 -1.689 -0.372
N -0.370 -0.251 -0.529
C 1.085 0.691 -0.655
C 0.153 0.633 0.507
C -0.691 1.841 0.802
O -0.771 2.341 1.897
H -0.107 -2.149 -1.362
H -1.057 -2.104 0.140
H 0.723 -1.930 0.201
H 1.876 -0.058 -0.499
H -0.011 0.257 -1.456
H 0.450 0.092 1.407
H -1.213 2.261 -0.083

Entry three
13
Properties=species:S:1:pos:R:3 method="wB97M-V/def2-TZVPD" homo_lumo_gap_ev=10.345 homo_ev=-9.2822 smiles="ON=C1CCC1"
O -1.576 -0.495 -2.026
N -1.148 -1.211 -0.888
C -0.394 -0.467 -0.201
C 0.396 0.766 -0.498
C 0.860 0.836 0.978
C 0.239 -0.581 1.169
H -2.160 -1.127 -2.460
H 1.072 0.077 -1.035
H 0.035 1.655 -1.033
H 1.940 0.948 1.117
H 0.379 1.589 1.620
H 0.946 -1.385 1.384
H -0.588 -0.604 1.873

Entry four
13
Properties=species:S:1:pos:R:3 method="wB97M-V/def2-TZVPD" homo_lumo_gap_ev=10.469 homo_ev=-9.4420 smiles=C#CCOCN
C -1.286 1.802 0.707
C -0.186 1.496 0.333
C 1.076 1.025 -0.256
O 1.263 -0.357 -0.196
C -0.019 -1.410 -0.696
N -0.540 -1.722 0.536
H -2.245 2.126 1.000
H 1.906 1.507 0.283
H 1.115 1.384 -1.300
H 0.670 -2.160 -1.078
H -0.734 -0.958 -1.385
H 0.244 -1.651 1.207
H -1.264 -1.082 0.845

Pick entry one: it beats the second-best structure by 19.2 kcal/mol.